No. 1
Entry from OMol25: the molecule H5NP4 in a non-equilibrium geometry (wB97M-V/def2-TZVPD).

Results
Spin multiplicity ... 1
HOMO-LUMO gap (alpha / beta) ... 5.188 / 5.097 eV
Total energy ... -38720.8829 eV
Relative energy (zero: lowest compared OMol25 entry of this formula, charge and spin) ... 326.5 kJ/mol

```
10
Properties=species:S:1:pos:R:3:forces:R:3
N -0.029 0.423 -0.484 4.3000 1.1069 -0.0216
P 3.842 0.026 0.247 -1.7123 0.2831 -0.5230
P 1.579 0.808 -0.054 -2.3027 0.5932 0.7038
P -1.528 -1.842 0.366 1.3218 -1.2448 0.8593
P -0.426 -0.956 -1.349 0.8794 -0.9170 0.8697
H 1.843 2.172 -0.401 0.1913 -0.5525 -0.3081
H 1.392 1.116 1.319 0.4065 -0.2877 -0.0845
H -1.267 -0.689 1.161 -0.2963 -0.2234 -0.1229
H -0.269 -2.529 0.944 -1.5857 0.8105 -0.8131
H -1.509 -0.464 -2.007 -1.2019 0.4317 -0.5594
```
Forces are in eV/Å.

natural (NBO) population analysis, charges in e, atoms 1 to 4: N -1.264; P 0.149; P 0.770; P -0.064


No. 2
Entry from OMol25: a cluster of 2 separate species, C7H15N4 in total in a non-equilibrium geometry (wB97M-V/def2-TZVPD).

Results
Net charge ... +1
Spin multiplicity ... 1
HOMO-LUMO gap (alpha / beta) ... 6.585 / 7.962 eV
Total energy ... -13450.9181 eV
Relative energy (zero: lowest compared OMol25 entry of this formula, charge and spin) ... 519.6 kJ/mol

```
26
Properties=species:S:1:pos:R:3:forces:R:3
C 0.128 1.733 2.651 0.9253 3.6879 0.3083
C -0.701 1.157 1.670 -0.2202 0.4044 0.2791
C 2.037 0.410 -0.804 0.9217 1.6383 1.7025
C 0.678 -1.324 0.477 -0.6839 -1.5201 1.4277
C 0.015 -0.631 -1.875 -1.0551 1.7489 0.3162
C -0.917 1.508 0.361 1.5761 0.1493 -3.5609
C 0.810 -0.374 -0.655 -0.2059 -0.4816 0.8030
N -0.069 1.122 3.779 -0.3000 -1.3234 1.1071
N -1.341 0.131 2.206 -0.2215 -0.4945 1.5876
N -0.946 0.163 3.518 -0.6554 -1.0408 -1.1709
N -1.972 0.792 -0.419 -0.2874 -0.2065 1.7961
H 0.631 2.797 2.687 -0.7744 -2.6544 -0.3941
H 2.467 0.664 0.247 -1.0808 0.5515 -1.6621
H 2.085 1.210 -1.604 -0.4256 -0.5938 1.3117
H 2.846 -0.221 -1.044 0.9996 -1.4508 -0.8603
H -0.231 -0.992 1.194 2.0302 -0.7183 -1.0919
H 1.601 -1.586 1.067 -0.6906 1.3988 -0.2432
H 0.427 -2.408 0.262 -0.3919 1.2584 -0.7618
H 0.596 -1.224 -2.575 -0.4184 -0.8267 -0.0041
H 0.002 0.381 -2.439 -0.7231 -1.4121 0.6398
H -1.023 -1.054 -1.518 2.0659 0.0525 -1.6337
H -0.484 2.381 -0.190 -0.5300 -0.9490 0.9175
H -1.232 -0.654 4.101 0.7321 1.4663 -0.2802
H -2.315 0.035 0.317 0.4279 1.4935 -1.8976
H -1.540 0.326 -1.324 -1.5346 1.3152 1.8370
H -2.718 1.527 -0.548 0.5199 -1.4928 -0.4732
```
Forces are in eV/Å.

natural (NBO) population analysis, charges in e, atoms 1 to 4: C -0.078; C 0.001; C -0.720; C -0.768


No. 3
Entry from OMol25: a structure of composition C48H45CuN3O3P2S2Te in a non-equilibrium geometry (wB97M-V/def2-TZVPD).

Results
Net charge ... -1
Spin multiplicity ... 1
HOMO-LUMO gap ... 3.999 eV
Total energy ... -153296.0455 eV
Relative energy (zero: lowest compared OMol25 entry of this formula, charge and spin) ... 267.4 kJ/mol

```
105
Properties=species:S:1:pos:R:3:forces:R:3
Cu -1.309 -1.563 -1.827 0.1462 0.5619 0.8379
Te 2.312 -2.150 2.627 0.2456 0.4553 -1.5166
C 3.731 -1.138 3.752 1.0368 0.6876 0.6528
C 4.377 -1.745 4.856 0.7266 0.6172 0.2496
C 5.222 -0.983 5.707 -0.3356 -0.8768 -1.0248
N 5.360 0.340 5.547 -0.6569 -0.3880 1.2587
C 4.621 0.913 4.600 0.0827 0.0675 -0.6011
C 3.961 0.241 3.568 0.7672 -1.2787 2.0868
C 1.678 -0.564 1.317 0.8456 -1.1785 1.4632
P 0.152 0.156 1.848 -1.2779 -1.0846 -2.5191
C 0.354 1.901 2.229 1.5813 0.0804 0.8716
C 1.238 2.326 3.248 -0.3587 -1.0477 0.1337
C 1.240 3.603 3.733 -0.5558 1.3611 -0.8919
C 0.476 4.596 3.082 -0.7179 -1.6116 -1.3368
C -0.321 4.184 1.973 1.3181 -0.2492 0.9568
C -0.331 2.837 1.505 -1.0619 1.7156 0.8099
C -0.440 -0.646 3.339 -0.7140 1.0976 1.3735
C -0.853 -1.972 3.487 1.1876 -0.3214 -1.2534
C -1.123 -2.557 4.715 -1.3360 0.2167 0.6220
C -1.167 -1.772 5.878 0.8207 2.0298 -0.8362
C -0.866 -0.372 5.722 -0.7904 -1.2139 -0.2863
C -0.640 0.166 4.473 0.4635 -0.3690 -0.1545
P 1.927 -0.720 -0.471 -1.1932 -1.1146 0.2935
C 2.108 1.002 -0.974 1.1584 1.0975 -0.2429
C 1.670 1.403 -2.267 0.6658 0.2182 0.8414
C 1.973 2.679 -2.740 0.1077 0.4545 -0.6047
C 2.589 3.621 -1.890 0.1127 -1.0411 -0.6122
C 2.969 3.229 -0.615 0.9816 -0.7521 1.4706
C 2.855 1.884 -0.153 -1.6757 1.0523 -1.4119
C 3.647 -1.369 -0.660 -0.2230 -1.0273 -1.1403
C 4.833 -0.780 -0.268 0.5313 0.3130 1.3518
C 6.078 -1.394 -0.433 -1.0175 -1.5261 -0.3682
C 6.106 -2.703 -0.961 -0.8701 0.1365 -0.3140
C 4.907 -3.352 -1.383 0.6919 2.6134 0.9582
C 3.715 -2.635 -1.316 0.0139 0.1971 0.6214
H 4.322 -2.823 5.004 -0.2554 0.1983 0.1195
H 5.783 -1.505 6.534 -0.4965 0.7877 -0.9794
H 4.477 1.993 4.690 0.6367 -0.0342 -0.3586
H 3.664 0.776 2.719 -1.0038 0.4988 -0.9340
H 1.832 1.529 3.699 -0.1474 0.3883 0.1806
H 1.765 3.929 4.598 0.7641 -0.1744 0.5644
H 0.535 5.631 3.408 -0.2894 -0.1390 -0.0329
H -0.948 4.908 1.508 -0.3184 0.4662 -0.5243
H -1.006 2.559 0.695 0.2293 -0.0850 0.1038
H -0.789 -2.569 2.562 -0.2231 -0.0513 0.5803
H -1.491 -3.592 4.729 0.4140 0.3637 0.1067
H -1.460 -2.091 6.864 0.0925 -0.5574 0.0498
H -0.848 0.373 6.506 -0.3014 -0.4431 0.5596
H -0.562 1.240 4.370 0.2216 -0.0824 0.2062
H 1.160 0.684 -2.897 -0.0646 -0.0319 0.0938
H 1.793 2.954 -3.823 -0.0302 -0.3353 1.3995
H 2.921 4.563 -2.312 -0.3268 0.1621 0.2879
H 3.472 3.927 0.077 -0.2719 -0.1584 -0.5958
H 3.177 1.543 0.845 -0.2157 0.4018 -0.6976
H 4.830 0.089 0.407 -0.2325 -0.0946 -0.7147
H 6.950 -0.936 0.002 0.2703 0.0528 -0.1858
H 7.040 -3.232 -1.073 0.2068 -0.0682 0.1729
H 4.870 -4.366 -1.657 0.2951 -1.0852 -0.6187
H 2.800 -3.118 -1.688 0.2590 0.3906 0.3428
S -2.182 -2.906 -0.430 0.8695 -0.8762 -0.8312
C -1.637 -4.438 -0.886 -1.0693 0.5571 1.3401
N -2.181 -5.436 -0.175 0.3586 -2.2324 -0.8319
C -1.924 -6.823 -0.645 1.3546 -0.1929 1.2782
C -0.882 -6.755 -1.804 -1.4271 -0.9652 -0.9037
S -0.498 -5.039 -2.079 0.3360 1.5511 0.3540
H -2.945 -5.241 0.464 0.3680 0.0690 -0.2575
H -2.837 -7.303 -0.999 0.0053 0.0445 0.1922
H -1.447 -7.440 0.180 -0.8894 0.6986 -0.7232
H -1.446 -7.020 -2.729 0.6728 -0.3121 0.5703
H -0.006 -7.444 -1.711 -0.6922 0.8946 0.1812
O -0.725 -0.864 -3.499 0.3188 0.0901 -2.5970
N -1.251 -1.279 -4.639 -0.6713 -1.5792 0.1708
C -2.577 -1.664 -4.652 1.7005 -0.5518 -2.0193
C -3.140 -2.159 -5.823 -1.3599 1.1058 1.0656
C -2.462 -2.274 -7.007 1.5243 0.1199 0.8475
C -1.068 -2.056 -6.959 -0.2685 0.9116 0.3779
C -0.477 -1.517 -5.776 -1.1877 0.6379 -0.2757
H -3.169 -1.671 -3.784 -0.1042 0.6527 1.4528
H -4.237 -2.258 -5.736 0.6928 -0.3255 -0.3560
H -3.009 -2.468 -7.898 0.0295 -0.4422 -0.6602
H -0.513 -2.194 -7.907 0.0258 0.2862 1.0061
H 0.512 -1.044 -5.716 -0.3365 -0.7609 0.0321
C -4.799 6.033 -0.964 0.3502 0.5377 -0.0226
C -4.338 4.614 -1.070 -0.0125 -0.0374 0.0708
C -4.876 3.680 -0.200 -0.6271 -0.9517 0.4669
C -4.405 2.362 -0.213 1.4291 0.4234 -0.5969
C -5.051 1.343 0.651 -0.2277 -0.5292 0.1818
C -3.326 2.021 -1.095 -1.0771 0.2087 -0.6810
C -2.941 2.913 -2.130 0.7507 -0.9579 1.2113
C -1.900 2.406 -3.159 -1.3119 0.5267 -0.3132
C -3.411 4.209 -2.024 0.0888 0.1412 -0.1308
C -2.801 0.606 -1.253 0.4982 -1.3816 0.7166
O -3.656 -0.266 -1.585 0.4697 0.5330 -0.1056
O -1.556 0.349 -1.058 -1.8088 1.1378 -0.3725
H -5.091 6.429 -1.964 -0.0698 -0.0969 0.8530
H -4.016 6.704 -0.536 -0.3891 -0.4576 -0.4054
H -5.607 6.009 -0.226 -0.2167 0.5230 -0.4511
H -5.751 3.887 0.491 1.2472 0.1130 -0.8657
H -5.757 1.754 1.391 0.5927 -0.0012 -0.0755
H -4.355 0.615 1.067 0.1422 0.3297 0.3930
H -5.633 0.721 -0.001 -0.5679 -0.4384 -0.4962
H -0.912 2.440 -2.721 0.2424 -0.1666 0.0536
H -1.909 3.016 -4.088 -0.0437 -0.1582 0.5732
H -2.144 1.362 -3.448 0.3098 0.6431 0.2409
H -2.999 4.955 -2.672 0.0682 0.4159 -0.5225
```
Forces are in eV/Å.

Löwdin population analysis, charges in e, atoms 1 to 4: Cu 0.049; Te 1.240; C -0.572; C -0.153